Record 1
C11H22O2 in the gas phase, computed with wB97M-V/def2-TZVPD.

Geometry as XYZ:
```
35
Properties=species:S:1:pos:R:3:forces:R:3:mulliken_charge:R:1
C 1.41610 3.23397 4.84764 -0.094 0.046 -0.230 -1.361
C 0.40780 2.80629 3.78748 0.023 -0.203 0.271 -0.213
C -0.39841 1.58756 4.23437 -0.191 0.217 -0.220 -0.697
C -1.53151 1.20433 3.27959 0.342 -0.096 0.025 -0.781
C -1.03989 0.80773 1.88762 -0.429 -0.065 0.140 -0.367
C -2.14853 0.19670 1.02911 0.249 0.158 -0.201 -0.833
C -1.75620 0.04565 -0.44306 -0.007 -0.224 0.257 -0.740
C -0.58713 -0.91000 -0.67778 -0.158 0.250 -0.291 -0.449
C -0.22575 -0.99706 -2.15880 0.157 -0.219 0.223 -0.761
C 1.00016 -1.88637 -2.39765 -0.117 0.194 -0.099 -0.407
C 1.29036 -1.98696 -3.87151 -0.151 -0.187 -0.074 0.428
O 0.52135 -2.36641 -4.71271 -0.185 -0.057 -0.055 -0.563
O 2.53325 -1.58447 -4.16924 0.686 0.251 0.029 -0.452
H 2.11591 2.42837 5.05883 0.099 -0.073 0.063 0.339
H 0.91208 3.49878 5.77473 -0.023 0.023 0.120 0.340
H 1.98325 4.09877 4.50988 0.103 0.071 0.048 0.367
H 0.94020 2.57431 2.86457 -0.031 0.061 -0.117 0.250
H -0.27272 3.63558 3.58228 -0.048 0.027 -0.106 0.294
H 0.27730 0.73642 4.34727 0.038 -0.069 0.084 0.293
H -0.82895 1.79675 5.21666 0.048 -0.042 0.091 0.380
H -2.23021 2.04044 3.19497 -0.090 0.004 -0.004 0.330
H -2.07842 0.36573 3.71859 -0.099 -0.006 -0.038 0.362
H -0.65004 1.68902 1.37619 0.145 0.036 -0.060 0.280
H -0.22416 0.09122 1.99686 0.143 0.012 -0.029 0.285
H -3.03101 0.83861 1.08393 -0.072 -0.022 0.066 0.385
H -2.42859 -0.77866 1.43324 -0.077 -0.041 0.062 0.346
H -2.62278 -0.31509 -1.00389 0.007 0.058 -0.078 0.377
H -1.49695 1.03076 -0.83954 -0.019 0.045 -0.075 0.330
H -0.84709 -1.90490 -0.30715 0.033 -0.052 0.077 0.273
H 0.28479 -0.56499 -0.11996 0.074 -0.047 0.068 0.277
H -1.06410 -1.39951 -2.73006 -0.016 0.059 -0.027 0.320
H -0.01644 0.00548 -2.53765 -0.041 0.054 -0.056 0.378
H 0.79779 -2.89212 -2.02256 0.057 -0.008 -0.027 0.347
H 1.88055 -1.48733 -1.89355 -0.065 -0.065 0.073 0.295
H 2.68980 -1.65233 -5.12441 -0.290 -0.093 0.093 0.345
```
Positions in Å, forces in eV/Å.

Summary:
HOMO (eV): -10.42
Structure (SMILES): CCCCCCCCCCC(=O)O
Net charge: 0
Orbital gap (eV): 11.219
Energy above the lowest of the compared OMol25 structures with the same formula, charge and spin (kJ/mol): 10.7

Record 2
C4H6N2O2 in the gas phase in a non-equilibrium geometry, computed with wB97M-V/def2-TZVPD.

Geometry as XYZ:
```
14
Properties=species:S:1:pos:R:3:forces:R:3:mulliken_charge:R:1
N 1.07849 -2.34948 -0.72658 0.346 0.436 -0.713 -0.577
C 0.93663 -0.92759 -1.06992 -0.329 -0.725 2.420 -0.438
C 0.16758 -0.13310 0.02196 -0.766 2.009 -1.209 0.427
C -0.37114 1.19598 -0.20277 1.593 -0.703 -1.585 -0.254
C -1.01861 1.53344 0.89883 -0.312 0.781 -1.090 0.214
O -1.63960 2.75678 1.03416 0.131 -2.109 1.504 -0.464
O -1.00331 0.49759 1.74908 -0.385 0.979 0.824 -0.157
N -0.23407 -0.51689 1.19012 0.387 -1.521 0.289 -0.505
H 1.94923 -2.58318 -0.24991 -0.663 0.264 0.010 0.234
H 0.26280 -2.65810 -0.22470 0.143 -0.251 0.295 0.250
H 1.92115 -0.49486 -1.19614 0.138 0.197 -0.086 0.302
H 0.38491 -0.80991 -1.98786 -0.227 0.077 -0.367 0.276
H -0.23989 1.82135 -1.06061 0.046 0.109 -0.244 0.353
H -2.19417 2.66798 1.82433 -0.101 0.457 -0.049 0.340
```
Positions in Å, forces in eV/Å.

Summary:
HOMO (eV): -9.35
Structure (SMILES): NCc1cc(O)on1
Net charge: 0
Orbital gap (eV): 9.963
Energy above the lowest of the compared OMol25 structures with the same formula, charge and spin (kJ/mol): 255.3

Record 3
2 unconnected molecules or ions with the total composition C3H9N2OSi in a non-equilibrium geometry, computed with wB97M-V/def2-TZVPD.

Geometry as XYZ:
```
16
Properties=species:S:1:pos:R:3:forces:R:3:mulliken_charge:R:1
C 1.13904 0.14288 0.07360 2.375 -0.466 -0.500 0.126
C 2.59292 0.18632 0.04931 1.210 -0.946 0.582 -0.455
C 0.14367 0.94374 0.65099 -1.404 -0.394 2.135 0.486
N 1.60619 -0.61748 -0.81751 -0.360 0.826 0.784 -0.372
N -0.06290 0.94901 1.95703 -1.711 2.991 -2.328 -0.266
O -1.37985 -0.28346 -0.23286 0.408 0.232 0.623 -0.426
Si -1.79198 -1.29775 -1.52471 2.392 -1.481 -0.053 0.339
H 3.12532 1.01798 -0.32926 -0.173 1.003 -1.232 0.248
H 3.34995 -0.30379 0.69767 -1.423 -0.514 0.019 0.234
H -0.31946 1.70565 0.08395 0.037 0.979 -0.582 0.359
H 0.18632 0.14897 2.42652 0.817 -1.915 1.891 0.247
H -2.13059 0.17762 0.14931 -0.327 -0.236 -0.095 0.380
H -0.71656 1.65831 2.39397 1.201 -1.382 -0.678 0.316
H -0.84151 -2.59489 -1.57821 -1.347 1.672 0.269 -0.017
H -3.14886 -1.33000 -1.31409 -2.341 -0.983 0.497 -0.119
H -1.75171 -0.50310 -2.68571 0.645 0.615 -1.333 -0.080
```
Positions in Å, forces in eV/Å.

Summary:
HOMO (eV): -14.69
Net charge: +1
Orbital gap (eV): 9.530
Energy above the lowest of the compared OMol25 structures with the same formula, charge and spin (kJ/mol): 232.8

Record 4
A molecular structure, C4H13FeO9P in a non-equilibrium geometry, computed with wB97M-V/def2-TZVPD.

Geometry as XYZ:
```
28
Properties=species:S:1:pos:R:3:forces:R:3:mulliken_charge:R:1
Fe -0.27719 -0.34114 0.71961 0.238 0.169 1.360 0.882
O 1.38007 -1.48705 0.92107 0.079 -0.151 -0.943 -1.059
H 2.19429 -1.47758 1.41773 -0.277 -0.147 0.830 0.172
P -2.26955 0.83843 2.07122 1.927 -0.337 3.217 0.943
O -1.79199 0.99672 0.55127 -0.713 0.539 -0.662 -0.671
O -2.14219 2.06236 3.01687 -0.893 0.327 -1.762 -0.883
O -1.00206 -0.03164 2.55903 -0.450 -0.711 -0.295 -0.774
O -3.57781 0.05818 2.22450 -0.072 0.077 -0.973 -0.875
C -1.73326 -2.22684 -1.11788 -0.253 0.107 -0.449 -0.583
C -1.41551 -0.96073 -1.89433 -0.754 0.148 -0.469 -0.526
O -0.11787 -0.49634 -1.53092 -0.218 -0.170 -0.673 -0.357
O -1.77121 -1.92425 0.26630 -0.318 -1.382 -0.809 -0.407
H -1.00306 -3.00942 -1.35551 0.311 0.208 0.431 0.226
H -2.68323 -2.65082 -1.47931 -0.100 0.282 0.153 0.422
H -2.14321 -0.17760 -1.65825 0.118 -0.041 0.459 0.271
H -1.53964 -1.11807 -2.97931 0.481 -0.238 0.092 0.502
H 0.41683 -0.38868 -2.32094 0.161 0.022 0.151 0.250
H -2.70740 -1.82462 0.49867 0.278 0.776 0.773 0.312
C 2.15866 2.03892 0.37880 -0.336 0.644 -0.188 -0.450
C 2.71863 1.15735 -0.71235 0.892 -0.922 0.385 -0.282
O 3.20596 -0.09031 -0.21773 0.048 1.004 -0.597 -0.648
O 0.89877 1.54076 0.76826 0.626 0.944 -0.033 -0.267
H 2.05705 3.07146 -0.00744 -0.090 -0.189 -0.130 0.359
H 2.82282 2.13514 1.24763 0.228 -0.397 -0.123 0.298
H 3.57118 1.64969 -1.19735 -0.056 0.115 0.053 0.367
H 1.95517 0.98005 -1.48261 -0.092 0.257 0.142 -0.086
H 2.40763 -0.58693 0.14953 -0.237 -0.322 -0.149 0.600
H 0.38811 2.26295 1.16343 -0.527 -0.610 0.211 0.263
```
Positions in Å, forces in eV/Å.

Summary:
Spin multiplicity: 5
HOMO (spin up / spin down) (eV): 0.90 / 1.10
Net charge: -2
⟨S²⟩: 6.01
Orbital gap (spin up / spin down) (eV): 4.130 / 3.943
Energy above the lowest of the compared OMol25 structures with the same formula, charge and spin (kJ/mol): 0.0

Record 5
A molecular structure, C4H7NO, computed with wB97M-V/def2-TZVPD.

Geometry as XYZ:
```
13
Properties=species:S:1:pos:R:3:forces:R:3:mulliken_charge:R:1
C -1.44291 0.44948 -0.67182 -0.028 -0.024 0.004 -1.025
C -0.10452 0.21803 -0.03666 -0.274 0.099 0.322 0.391
C 1.24139 -1.04135 -0.59618 -0.141 0.021 -0.283 -0.490
N 1.07172 0.30729 -0.91438 0.255 -0.159 0.203 -0.326
C 0.08380 0.06555 1.30589 -0.154 0.007 -0.233 -0.150
O 1.22567 -0.26052 1.90818 0.077 -0.077 -0.176 -0.518
H -1.51561 1.47381 -1.05653 0.043 -0.174 0.052 0.239
H -1.58411 -0.23063 -1.51894 0.031 0.089 0.126 0.247
H -2.25926 0.27765 0.03808 0.159 0.022 -0.110 0.359
H 1.72121 -0.77839 1.19889 -0.011 0.195 0.188 0.452
H 0.52515 -1.60574 -1.22412 0.011 0.148 0.135 0.140
H 1.77322 0.87192 -0.43288 -0.053 -0.077 -0.089 0.322
H -0.73576 0.25291 2.00047 0.084 -0.071 -0.139 0.359
```
Positions in Å, forces in eV/Å.

Summary:
HOMO (eV): -8.35
Net charge: 0
Orbital gap (eV): 8.731
Energy above the lowest of the compared OMol25 structures with the same formula, charge and spin (kJ/mol): 460.3

Record 6
A molecular structure, CHClFNS in a non-equilibrium geometry, computed with wB97M-V/def2-TZVPD.

Geometry as XYZ:
```
6
Properties=species:S:1:pos:R:3:forces:R:3:mulliken_charge:R:1
C -0.75195 -0.00619 -0.48893 1.989 1.459 0.238 0.378
N 0.66345 0.46884 0.67566 -2.625 -0.930 -2.743 -0.327
F -1.43875 -1.09136 -0.22235 0.890 0.701 0.587 -0.122
S -0.99307 0.97754 -1.75784 0.366 -1.072 1.633 -0.164
Cl 1.12952 -0.69590 1.83482 -0.303 -0.463 0.233 -0.060
H 1.39079 0.34707 -0.04135 -0.315 0.306 0.052 0.295
```
Positions in Å, forces in eV/Å.

Summary:
HOMO (spin up / spin down) (eV): -9.80 / -9.80
Net charge: 0
Orbital gap (spin up / spin down) (eV): 9.257 / 9.257
Energy above the lowest of the compared OMol25 structures with the same formula, charge and spin (kJ/mol): 174.3

Look up the net charge of the second one. 0